Computed, not measured: one molecule with the formula C10H11N3O2 at a distorted geometry, with ωB97M-V/def2-TZVPD.

Cartesian coordinates (Å):
O -1.489 2.420 0.797
O -4.053 1.589 -0.092
N -2.809 1.013 -0.417
N -0.523 -0.872 -0.139
N 0.918 1.035 -0.144
C -1.003 -2.602 1.164
C 2.881 2.067 -0.153
C -1.681 1.478 0.085
C -0.179 -2.003 -0.824
C -0.290 0.460 -0.592
C 1.863 1.617 -0.942
C 1.333 1.125 1.155
C -1.017 -1.240 1.080
C -0.468 -3.089 -0.048
C 2.542 1.755 1.182
H -2.920 0.163 -0.946
H 0.247 -1.944 -1.807
H -0.370 0.532 -1.679
H 3.124 1.973 2.055
H -3.838 2.376 0.434
H 3.772 2.561 -0.486
H 1.740 1.664 -2.006
H 0.740 0.731 1.954
H -0.320 -4.117 -0.311
H -1.348 -0.507 1.791
H -1.335 -3.192 1.995

Results
HOMO energy: -8.4 eV
Electronic energy: -19111.014 eV
SMILES: O=C(NO)C(n1cccc1)n1cccc1
LUMO energy: 0.65 eV
Orbital gap: 0.332 Eh
Energy above the lowest of the compared OMol25 structures with the same formula, charge and spin: 292.7 kJ/mol